A molecular structure, C2H6BrP in a non-equilibrium geometry, computed with ωB97M-V/def2-TZVPD.

```
10
Properties=species:S:1:pos:R:3
C -0.0679 -0.7926 -0.0546
C 0.8750 0.2003 0.5710
P 0.4829 1.8509 -0.0696
Br 2.7424 -0.1706 0.1457
H -1.0510 -0.3127 0.2391
H -0.3233 -1.7706 0.4803
H 0.1133 -1.0267 -1.1194
H 0.8016 0.1525 1.8377
H 0.2075 1.2529 -1.3019
H -0.7623 1.6734 0.3943
```

Results
HOMO level: -9.87 eV
Energy: -2995.10586 Ha
Charge: 0

Results of the Mulliken charge analysis, in e, for atoms 1 through 5: atom 1 (C): -1.090, atom 2 (C): -0.109, atom 3 (P): -0.001, atom 4 (Br): -0.158, atom 5 (H): 0.326

=====

C24H35BF9N3OS in the gas phase, computed with ωB97M-V/def2-TZVPD.

```
74
Properties=species:S:1:pos:R:3
C -0.7007 -1.8692 -0.3981
C -2.2129 -1.6932 -0.1923
C -3.0462 -2.9075 -0.5971
C -3.1846 -3.2003 -2.1145
C -2.8310 -2.0694 -3.0729
C -3.8505 -0.9141 -3.0697
C -3.2319 0.4498 -3.4365
C -3.1599 1.4686 -2.2795
C -1.7189 1.7938 -1.8994
C -1.5654 2.8743 -0.8297
C -0.1581 2.8442 -0.2480
C 0.0777 3.8064 0.9275
C -0.2846 3.2173 2.2594
C -1.3511 3.6578 2.9811
C -1.6923 3.0898 4.2250
C -0.9543 2.0829 4.7480
C 0.1516 1.5925 4.0383
N 0.8800 0.5682 4.5589
C 1.8832 0.1027 3.8529
B 2.7200 -1.0750 4.5000
N 2.0474 -2.1489 5.1464
O 4.0934 -0.9936 4.4583
C 2.1894 0.6536 2.5632
C 3.2887 0.0727 1.7079
C 2.9577 0.2160 0.2133
C 3.5359 -0.9300 -0.5785
F 2.8714 -2.0776 -0.2751
F 4.8512 -1.1302 -0.2876
C 3.4374 -0.6448 -2.1119
F 2.2066 -0.1684 -2.3749
F 4.3289 0.3128 -2.4025
S 3.7116 -2.1093 -3.3049
F 5.0760 -1.5158 -3.8406
F 4.5145 -2.9156 -2.2044
F 2.3484 -2.7382 -2.7944
F 2.9369 -1.3370 -4.4523
F 3.8783 -3.3290 -4.2832
N 1.5231 1.6587 2.0697
C 0.4842 2.1540 2.7904
H -0.4232 -2.9219 -0.4237
H -0.3507 -1.4040 -1.3190
H -0.1532 -1.3905 0.4146
H -2.3795 -1.5354 0.8754
H -2.5578 -0.7858 -0.6862
H -2.5746 -3.7730 -0.1289
H -4.0441 -2.8197 -0.1671
H -4.2175 -3.4834 -2.3256
H -2.5723 -4.0698 -2.3559
H -1.8210 -1.6950 -2.9049
H -2.8179 -2.4962 -4.0793
H -4.2923 -0.8599 -2.0743
H -4.6324 -1.1556 -3.7880
H -3.7774 0.8891 -4.2713
H -2.2177 0.2755 -3.8007
H -3.6785 2.3892 -2.5493
H -3.6580 1.0431 -1.4063
H -1.2453 0.8818 -1.5244
H -1.1828 2.1075 -2.7983
H -1.7536 3.8505 -1.2833
H -2.3048 2.7218 -0.0380
H 0.5413 3.1097 -1.0457
H 0.0818 1.8255 0.0486
H -0.5131 4.7098 0.7704
H 1.1285 4.0944 0.9305
H -1.9362 4.4709 2.5736
H -2.5535 3.4682 4.7568
H -1.2026 1.6329 5.6980
H 2.5734 -3.0065 5.2389
H 1.1153 -2.3480 4.8164
H 4.5264 -1.5286 5.1291
H 4.2141 0.6060 1.9163
H 3.4216 -0.9804 1.9426
H 1.8819 0.1758 0.0623
H 3.3250 1.1531 -0.1952
```

Results
HOMO level: -8.91 eV
Energy: -2496.93190 Ha
Charge: 0

Results of the Mulliken charge analysis, in e, for atoms 1 through 5: atom 1 (C): -0.811, atom 2 (C): 0.296, atom 3 (C): -0.884, atom 4 (C): -0.934, atom 5 (C): -0.336

=====

A gas-phase ion, C4H6N3 (charge +1) in a non-equilibrium geometry, computed with ωB97M-V/def2-TZVPD.

```
13
Properties=species:S:1:pos:R:3
C 2.3297 0.8109 0.0066
C 0.8012 0.0577 0.0245
C -1.3859 -0.2901 -0.8075
C -1.4891 -0.4871 0.6401
N 2.7573 -0.3802 -0.0187
N 1.4564 -1.0218 -0.1132
N -0.4778 0.3895 0.1587
H 2.7371 1.7277 0.1080
H -0.7430 -1.0202 -1.2870
H -2.0916 0.2703 -1.3852
H -2.1991 -0.0991 1.3289
H -1.0298 -1.3120 0.9944
H -0.6653 1.3546 0.3505
```

Results
HOMO level: -14.68 eV
Energy: -319.78761 Ha
Charge: +1

Results of the Mulliken charge analysis, in e, for atoms 1 through 5: atom 1 (C): -0.150, atom 2 (C): 0.414, atom 3 (C): -0.380, atom 4 (C): -0.281, atom 5 (N): -0.257